# 1
Below is 7 unconnected molecules or ions with the total composition C4H20NO8S at a distorted geometry, with properties calculated with ωB97M-V with the def2-TZVPD basis set.

```
34
Properties=species:S:1:pos:R:3:nbo_charge:R:1
C 0.386 1.150 0.990 -0.231
N 1.093 2.070 0.113 -0.699
C 1.262 1.899 -1.303 0.885
O 0.661 0.872 -1.808 -0.908
O 1.776 2.818 -1.939 -0.717
C -1.117 1.343 1.118 -0.471
C -1.471 2.312 2.220 -0.497
S -1.674 1.610 3.919 -0.107
H 0.960 1.252 1.927 0.196
H 0.555 0.116 0.691 0.216
H 1.040 3.007 0.480 0.376
H -1.590 0.360 1.271 0.232
H -1.744 1.653 0.275 0.238
H -2.471 2.785 2.147 0.209
H -0.996 3.293 2.342 0.210
H -0.713 0.643 3.811 0.146
H 1.251 -0.797 -3.696 0.466
H 0.495 0.555 -3.568 0.516
O 0.625 -0.233 -4.157 -0.997
H 1.845 -0.410 -1.268 0.516
H 2.616 -1.036 -0.007 0.474
O 2.104 -1.211 -0.796 -0.989
H -1.514 -3.331 -2.349 0.465
H -1.356 -1.954 -1.619 0.500
O -1.499 -2.915 -1.481 -1.004
H 0.864 -2.202 0.057 0.505
H -0.339 -3.180 -0.005 0.511
O 0.342 -2.841 0.599 -1.028
H -1.037 -0.496 -2.731 0.486
H -0.905 0.142 -1.443 0.511
O -1.599 -0.352 -1.958 -0.980
H 0.153 -2.514 2.269 0.504
H 1.447 -2.201 2.762 0.448
O 0.548 -2.205 3.136 -0.984
```

The energy relative to the best compared isomer or geometry (same formula, charge and spin) comes out at 12.56 kcal per mole. The net charge is -1. For the strongest force on any atom, the calculation gives 3.0 eV Å⁻¹.

---

# 2
Below is 7 unconnected molecules or ions with the total composition C4H20O8S2 at a distorted geometry, with properties calculated with ωB97M-V with the def2-TZVPD basis set.

```
34
Properties=species:S:1:pos:R:3:nbo_charge:R:1
C 0.991 -0.556 -0.419 -0.571
C 0.478 -1.398 -1.630 0.814
O -0.439 -2.363 -1.389 -0.721
O 0.903 -1.205 -2.718 -0.599
C 2.189 -1.399 0.062 -0.558
S 2.061 -2.105 1.705 0.131
S 0.353 -3.096 1.742 0.081
C -0.907 -2.025 2.452 -0.803
H 1.478 0.235 -0.990 0.240
H 0.259 -0.025 0.176 0.270
H -0.544 -2.362 -0.368 0.504
H 2.565 -2.054 -0.726 0.234
H 3.045 -0.736 0.184 0.232
H -1.114 -2.171 3.510 0.221
H -0.745 -0.957 2.237 0.274
H -1.850 -2.299 1.993 0.223
H -3.930 -2.744 -0.884 0.473
H -2.800 -3.288 -1.756 0.492
O -3.021 -2.699 -0.997 -0.953
H -0.045 1.245 3.144 0.476
H 0.370 1.601 1.734 0.503
O -0.281 1.066 2.244 -0.977
H -2.086 -0.914 -1.207 0.501
H -2.097 -0.125 0.137 0.473
O -1.977 -0.023 -0.828 -0.975
H 0.831 4.170 -1.214 0.495
H -0.625 4.460 -1.261 0.481
O 0.095 4.526 -0.677 -0.967
H 0.265 1.875 -2.351 0.498
H 1.428 2.256 -3.382 0.492
O 0.869 2.570 -2.653 -0.985
H 2.120 3.685 1.565 0.472
H 0.855 3.633 0.903 0.500
O 1.307 3.222 1.663 -0.970
```

The SMILES is CSSCCC(=O)O.O.O.O.O.O.O. The energy relative to the best compared isomer or geometry (same formula, charge and spin) comes out at 0.00 kcal per mole. For the strongest force on any atom, the calculation gives 3.0 eV Å⁻¹.

---

# 3
Below is 7 unconnected molecules or ions with the total composition C4H21NO6 at a distorted geometry, with properties calculated with ωB97M-V with the def2-TZVPD basis set.

```
32
Properties=species:S:1:pos:R:3:lowdin_spin:R:1
N 0.890 -2.667 1.990 0.708
C 0.325 -3.003 0.673 0.058
C 1.028 -2.037 -0.263 0.054
C 1.216 -0.757 0.665 0.057
C 0.754 -1.194 2.052 0.060
H 1.910 -2.804 1.959 0.022
H 0.537 -4.024 0.386 0.001
H -0.761 -2.959 0.629 0.004
H 2.011 -2.313 -0.633 0.000
H 0.441 -1.752 -1.130 0.008
H 2.254 -0.424 0.619 0.001
H 0.693 0.151 0.394 0.006
H 1.168 -0.816 2.982 0.000
H -0.302 -0.944 2.135 0.006
H -2.820 2.705 -1.105 0.000
H -2.217 1.242 -1.412 0.000
O -2.093 2.189 -1.443 0.000
H 0.996 2.874 0.124 0.000
H 2.459 3.171 -0.490 0.000
O 1.863 2.527 -0.117 0.001
H -2.948 -0.201 0.721 0.000
H -1.927 -0.218 1.837 0.000
O -2.587 0.333 1.425 0.001
H 1.054 1.130 -1.163 0.000
H 1.436 0.814 -2.617 0.000
O 0.742 0.680 -1.964 0.011
H -0.706 3.680 1.035 0.000
H -0.935 3.344 -0.526 0.000
O -0.291 3.509 0.189 0.000
H -1.078 -0.368 -1.777 0.000
H -1.388 -0.882 -3.041 0.000
O -1.726 -0.990 -2.135 0.001
```

The energy relative to the best compared isomer or geometry (same formula, charge and spin) comes out at 0.94 kcal per mole. The net charge is +1. The spin multiplicity is 2. For the strongest force on any atom, the calculation gives 3.8 eV Å⁻¹.

---

# 4
Below is 8 unconnected molecules or ions with the total composition C4H21NO7 at a distorted geometry, with properties calculated with ωB97M-V with the def2-TZVPD basis set.

```
33
Properties=species:S:1:pos:R:3:nbo_charge:R:1
C 1.138 3.442 0.993 -0.669
C 0.816 2.429 -0.023 0.110
C 1.520 2.542 -1.141 -0.385
C -1.155 1.601 1.096 -0.017
N -0.180 1.434 0.199 -0.514
H 1.046 3.078 2.034 0.219
H 0.353 4.216 0.900 0.220
H 2.129 3.849 0.986 0.240
H 1.251 1.885 -2.064 0.201
H 2.159 3.339 -1.444 0.213
H -1.867 0.766 1.123 0.211
H -1.346 2.548 1.618 0.186
H -0.537 0.815 -1.716 0.520
H -0.908 0.648 -3.366 0.507
O -0.465 0.365 -2.583 -1.028
H -0.514 -2.016 2.064 0.492
H 0.801 -1.385 1.992 0.500
O 0.112 -1.516 2.649 -0.997
H -2.380 -1.942 -1.873 0.458
H -1.247 -1.680 -2.756 0.477
O -2.142 -1.917 -2.802 -0.937
H -1.215 -3.374 -0.614 0.473
H -0.167 -2.318 -0.238 0.482
O -0.733 -3.042 0.188 -0.971
H 0.971 -0.698 -0.045 0.498
H 2.076 -1.933 -0.267 0.523
O 1.423 -1.519 0.368 -0.991
H 1.517 -1.230 -3.548 0.477
H 1.002 -0.799 -2.194 0.482
O 1.392 -1.580 -2.641 -0.970
H -0.691 0.462 3.534 0.455
H -1.061 -0.915 3.893 0.497
O -1.340 0.030 4.200 -0.965
```

The SMILES is C=NC(=C)C.O.O.O.O.O.O.O. The energy relative to the best compared isomer or geometry (same formula, charge and spin) comes out at 69.71 kcal per mole. For the strongest force on any atom, the calculation gives 4.6 eV Å⁻¹.

---

# 5
Below is 8 unconnected molecules or ions with the total composition C4H21NO9S at a distorted geometry, with properties calculated with ωB97M-V with the def2-TZVPD basis set.

```
36
Properties=species:S:1:pos:R:3:nbo_charge:R:1
O -2.928 1.745 0.892 -0.692
C -2.167 1.219 0.075 0.671
N -0.926 1.809 -0.064 -0.647
C 0.145 1.351 -0.999 0.091
O 1.128 2.351 -0.859 -0.804
C -2.303 -0.181 -0.517 -0.553
C -2.260 -1.116 0.714 -0.502
S -1.944 -2.862 0.187 -0.758
H -0.706 2.692 0.403 0.399
H -0.307 1.476 -1.993 0.149
H 0.566 0.420 -0.584 0.184
H -3.325 -0.201 -0.939 0.216
H -1.598 -0.460 -1.313 0.236
H -1.327 -1.061 1.266 0.196
H -3.193 -0.895 1.193 0.202
H -1.946 -0.447 -3.523 0.484
H -2.425 0.786 -2.817 0.474
O -2.521 0.316 -3.670 -0.956
H 3.800 -0.743 -1.760 0.460
H 3.925 0.543 -0.998 0.499
O 4.329 0.066 -1.765 -0.995
H -0.447 -1.830 2.912 0.490
H 1.132 -1.712 2.893 0.480
O 0.343 -1.768 3.467 -0.970
H 3.504 1.608 0.893 0.443
H 1.973 1.813 -0.519 0.521
O 2.878 1.062 0.421 -1.212
H -0.805 -2.651 -2.428 0.472
H -0.194 -2.009 -1.266 0.494
O -0.163 -1.988 -2.215 -0.985
H 0.737 2.891 2.950 0.479
H 1.954 1.848 2.999 0.499
O 1.591 2.677 3.295 -0.979
H 3.494 -0.363 0.500 0.498
H 3.245 -1.851 0.790 0.441
O 3.935 -1.216 0.855 -1.024
```

The energy relative to the best compared isomer or geometry (same formula, charge and spin) comes out at 23.90 kcal per mole. The net charge is -2. For the strongest force on any atom, the calculation gives 3.1 eV Å⁻¹.

---

# 6
Below is 8 unconnected molecules or ions with the total composition C4H21O10 at a distorted geometry, with properties calculated with ωB97M-V with the def2-TZVPD basis set.

```
35
Properties=species:S:1:pos:R:3:nbo_charge:R:1
O 0.886 -3.298 0.866 -0.644
C 0.663 -2.112 0.870 0.817
O -0.527 -1.529 0.893 -0.878
C 1.784 -1.086 0.616 -0.561
C 1.392 0.024 -0.461 0.126
C 2.587 0.737 -0.965 -0.638
O 0.619 -0.621 -1.430 -0.788
H 2.412 -0.578 1.320 0.219
H 2.374 -1.779 -0.084 0.217
H 0.749 0.796 -0.006 0.134
H 3.054 0.153 -1.772 0.209
H 3.216 0.898 -0.097 0.216
H 2.256 1.595 -1.532 0.211
H -0.344 -0.680 -0.986 0.527
H 1.347 -2.521 -2.678 0.499
H 2.134 -1.754 -3.784 0.465
O 2.007 -2.636 -3.452 -0.966
H -1.767 -2.225 -1.637 0.468
H -1.820 -1.940 -0.023 0.520
O -2.308 -1.837 -0.897 -1.017
H -0.717 1.290 3.107 0.501
H 0.104 1.509 4.238 0.455
O 0.093 1.826 3.320 -1.007
H -0.977 -0.609 1.813 0.528
H -2.166 -0.389 3.068 0.469
O -1.541 0.045 2.503 -1.073
H 0.286 2.989 1.495 0.493
H 0.632 2.780 0.092 0.462
O 0.277 3.495 0.666 -0.958
H -2.482 -0.122 -2.056 0.481
H -2.754 1.298 -1.586 0.485
O -2.377 0.769 -2.324 -0.996
H -2.917 1.254 0.825 0.506
H -2.855 2.549 0.022 0.476
O -3.320 1.711 0.055 -0.961
```

The energy relative to the best compared isomer or geometry (same formula, charge and spin) comes out at 55.52 kcal per mole. The net charge is -1. For the strongest force on any atom, the calculation gives 4.0 eV Å⁻¹.